# 1
A 2-piece molecular cluster, C3H9O overall in a non-equilibrium geometry, computed with wB97M-V/def2-TZVPD.

Molecular weight ... 61.10 g mol⁻¹
⟨S²⟩ ... 0.753
Kohn-Sham gap (spin up / spin down) ... 12.1 / 9.0 eV
Energy relative to the best compared isomer or geometry (same formula, charge and spin) ... 18.8 kcal per mole
HOMO (spin up / spin down) ... -11.17 / -11.16 eV
Lowest unoccupied orbital energy (spin up / spin down) ... 1.0 / -2.2 eV

ORCA input file:
```
! wB97M-V def2-TZVPD RIJCOSX def2/J DEFGRID3
* xyz 0 2
O 2.6367 -1.5838 1.3416
H 2.4215 -1.6248 2.2899
C -0.7369 -0.4801 0.7570
C 0.0697 0.4345 -0.1974
C -0.6047 0.8841 -1.4987
H -1.3887 0.1679 1.3393
H 0.0164 -0.9997 1.3407
H -1.3930 -1.1697 0.2254
H 1.0040 -0.0781 -0.4032
H 0.3126 1.3431 0.3526
H -0.5347 1.9690 -1.6100
H -0.1192 0.4028 -2.3457
H -1.6837 0.7348 -1.5914
*
```

---

# 2
A 2-piece molecular cluster, C3H9O2 overall in a non-equilibrium geometry, computed with wB97M-V/def2-TZVPD.

Molecular weight ... 77.10 g mol⁻¹
Kohn-Sham gap ... 5.6 eV
Energy relative to the best compared isomer or geometry (same formula, charge and spin) ... 26.5 kcal per mole
HOMO ... -2.14 eV
Lowest unoccupied orbital energy ... 3.5 eV

ORCA input file:
```
! wB97M-V def2-TZVPD RIJCOSX def2/J DEFGRID3
* xyz -1 1
C 1.1240 -0.4506 0.8024
O 2.2130 -1.1796 0.7579
C 0.9067 0.5932 -0.3828
C 0.5149 1.9649 0.1224
H 0.1646 -1.0818 0.8146
H 1.0470 0.1797 1.7540
H 1.8825 0.5039 -0.8654
H 0.2014 0.2165 -1.1444
H 0.5368 2.8207 -0.5411
H -0.4422 1.8082 0.6415
H 1.1850 2.1195 0.9802
H -3.0064 -1.3758 -1.1826
H -3.8539 -0.2005 -1.4518
O -3.9050 -1.0640 -1.0622
*
```

---

# 3
A 2-piece molecular cluster, C3H9O2 overall in a non-equilibrium geometry, computed with wB97M-V/def2-TZVPD.

Molecular weight ... 77.10 g mol⁻¹
Kohn-Sham gap ... 7.5 eV
Energy relative to the best compared isomer or geometry (same formula, charge and spin) ... 12.5 kcal per mole
HOMO ... -2.99 eV
Lowest unoccupied orbital energy ... 4.5 eV

ORCA input file:
```
! wB97M-V def2-TZVPD RIJCOSX def2/J DEFGRID3
* xyz -1 1
C 0.5151 -2.5174 1.2017
O 1.2644 -1.8886 0.1884
H 0.0557 -3.4387 0.8217
H 1.0835 -2.8108 2.1004
H -0.2717 -1.8598 1.5352
C 0.1513 1.2186 -0.5880
O -0.3454 0.0878 -0.0171
C -0.9546 2.2351 -0.8960
H 0.8794 1.6942 0.1128
H 0.6855 1.0193 -1.5368
H 0.7636 -1.0132 0.0950
H -0.6206 3.1943 -1.3053
H -1.5815 1.7640 -1.6696
H -1.6247 2.3153 -0.0423
*
```

---

# 4
A 2-piece molecular cluster, C3H9O2 overall in a non-equilibrium geometry, computed with wB97M-V/def2-TZVPD.

Molecular weight ... 77.10 g mol⁻¹
Kohn-Sham gap ... 7.1 eV
Energy relative to the best compared isomer or geometry (same formula, charge and spin) ... 47.3 kcal per mole
HOMO ... -2.83 eV
Lowest unoccupied orbital energy ... 4.3 eV

ORCA input file:
```
! wB97M-V def2-TZVPD RIJCOSX def2/J DEFGRID3
* xyz -1 1
C -1.9318 0.2164 2.0866
O -1.5670 0.7397 0.7772
H -1.3440 -0.8667 2.1899
H -2.9429 0.0594 2.2496
H -1.7345 0.6189 3.1112
C 1.0622 -0.0996 -0.5685
O 0.7904 1.2418 -0.2958
C 1.3255 -0.4815 -2.1479
H 0.3124 -0.7180 -0.1221
H 1.9713 -0.4230 0.0126
H -0.1290 1.4748 0.1402
H 0.4726 -0.9956 -2.4813
H 2.0709 -1.2332 -2.2557
H 1.6438 0.4668 -2.6961
*
```

---

# 5
A 2-piece molecular cluster, C3H9O2 overall in a non-equilibrium geometry, computed with wB97M-V/def2-TZVPD.

Molecular weight ... 77.10 g mol⁻¹
⟨S²⟩ ... 0.754
Kohn-Sham gap (spin up / spin down) ... 11.2 / 8.7 eV
Energy relative to the best compared isomer or geometry (same formula, charge and spin) ... 15.9 kcal per mole
HOMO (spin up / spin down) ... -10.29 / -10.29 eV
Lowest unoccupied orbital energy (spin up / spin down) ... 0.9 / -1.5 eV

ORCA input file:
```
! wB97M-V def2-TZVPD RIJCOSX def2/J DEFGRID3
* xyz 0 2
C 1.2068 -2.0556 -1.6962
O 1.5374 -2.3590 -0.4294
H 1.9574 -1.4957 -2.2642
H 0.2857 -1.4367 -1.7398
H 0.8055 -2.9326 -2.1977
C -0.3959 1.6930 0.5458
O -1.0183 2.6252 1.4202
C -0.7565 0.2607 0.9313
H 0.6997 1.7429 0.6077
H -0.6964 1.9165 -0.4735
H -0.7749 2.3301 2.3079
H -0.5405 -0.0338 1.9545
H -0.4592 -0.4667 0.1781
H -1.8507 0.2116 0.8553
*
```

---

# 6
A 2-piece molecular cluster, C3H9O2P overall in a non-equilibrium geometry, computed with wB97M-V/def2-TZVPD.

Molecular weight ... 108.08 g mol⁻¹
Kohn-Sham gap ... 9.9 eV
Energy relative to the best compared isomer or geometry (same formula, charge and spin) ... 40.6 kcal per mole
HOMO ... -9.15 eV
Lowest unoccupied orbital energy ... 0.8 eV

ORCA input file:
```
! wB97M-V def2-TZVPD RIJCOSX def2/J DEFGRID3
* xyz 0 1
C -1.3178 1.8190 -1.2479
C -1.7528 0.4331 -0.7829
C -0.6705 -0.5114 -0.3699
O 0.2473 -0.2996 0.3806
O -0.8235 -1.6919 -1.0199
H -2.1174 2.2887 -1.9641
H -0.3791 1.9800 -1.8018
H -1.2342 2.5602 -0.3268
H -2.1326 0.0999 -1.6594
H -2.5337 0.5362 -0.1295
H -0.1606 -2.4235 -0.7349
P 1.8796 -2.1309 1.9681
H 3.2760 -2.4148 2.2264
H 1.5786 -2.7848 3.2648
H 1.7236 -0.7129 2.1608
*
```